Record 1
Density functional theory data (wB97M-V/def2-TZVPD) for one molecule with the formula C5H7N.

Results
Gap between HOMO and LUMO (spin up / spin down) ... 0.2869 / 0.2875 hartree
Relative energy (zero: lowest compared OMol25 entry of this formula, charge and spin) ... 5.827 eV
Lowest unoccupied orbital energy (spin up / spin down) ... 0.349 / 0.217 eV

Each line ends with the Löwdin charge.
Element x y z (Å)
C 0.15348 1.19587 1.14942  -0.013
C 0.52830 1.22445 -0.17840  -0.215
C 0.05231 0.31776 -1.13708  -0.036
C -0.17510 -1.11096 -0.89722  -0.343
N 0.33465 -1.71071 0.32450  0.055
C -0.84901 -0.97590 0.37359  -0.100
H -0.86990 1.07622 1.46755  0.043
H 0.84539 1.56573 1.91106  0.057
H 1.25387 1.97247 -0.51246  0.097
H -0.11433 0.64791 -2.16451  0.103
H -0.40356 -1.78627 -1.71404  0.136
H 1.12390 -1.23620 0.76255  0.104
H -1.88000 -1.18037 0.61503  0.111

Record 2
Density functional theory data (wB97M-V/def2-TZVPD) for one molecule with the formula C5H7N.

Results
Structure (SMILES) ... [H]/N=C1/C[C@@H]2C[C@H]12
Gap between HOMO and LUMO ... 0.4030 hartree
Relative energy (zero: lowest compared OMol25 entry of this formula, charge and spin) ... 2.006 eV
Lowest unoccupied orbital energy ... 1.104 eV

Each line ends with the Löwdin charge.
Element x y z (Å)
H -0.64863 1.17518 2.27266  0.053
N -1.37555 0.98744 1.57759  0.144
C -0.71197 0.58934 0.58097  -0.377
C -1.06571 0.09413 -0.81995  -0.070
C 0.43399 -0.17950 -1.00674  -0.214
C 0.94917 -1.07378 0.07626  -0.078
C 0.75661 0.39100 0.36204  -0.173
H -1.43428 0.90610 -1.45696  0.117
H -1.74681 -0.76009 -0.89777  0.112
H 0.99957 0.01614 -1.90762  0.130
H 1.98003 -1.40054 -0.02147  0.105
H 0.29535 -1.79059 0.57219  0.114
H 1.56823 1.04517 0.66880  0.137

Record 3
Density functional theory data (wB97M-V/def2-TZVPD) for one molecule with the formula C5H7N at a distorted geometry.

Results
Structure (SMILES) ... C1C[C@@H]2CC2=N1
Gap between HOMO and LUMO ... 0.3086 hartree
Relative energy (zero: lowest compared OMol25 entry of this formula, charge and spin) ... 4.604 eV
Lowest unoccupied orbital energy ... 0.866 eV

Each line ends with the Löwdin charge.
Element x y z (Å)
C -1.40657 -0.73105 0.09144  -0.194
C -0.83223 0.72352 -0.21376  -0.135
C 0.53524 0.76555 0.46009  -0.143
C 1.74645 0.21985 -0.24596  -0.086
C 0.86547 -0.94483 0.07277  -0.103
N -0.24627 -1.50105 -0.04224  0.016
H -1.72501 -0.68366 1.12114  0.112
H -2.13666 -1.19233 -0.52891  0.097
H -0.67147 0.84029 -1.33637  0.136
H -1.42908 1.45862 0.08655  0.041
H 0.74531 0.75685 1.46808  0.082
H 2.58234 0.06603 0.33485  0.078
H 1.97249 0.22222 -1.26766  0.100

Record 4
Density functional theory data (wB97M-V/def2-TZVPD) for one molecule with the formula C5H7N.

Results
Structure (SMILES) ... C1[C@H]2[C@@H]1N1C[C@@H]21
Gap between HOMO and LUMO ... 0.3704 hartree
Relative energy (zero: lowest compared OMol25 entry of this formula, charge and spin) ... 4.400 eV
Lowest unoccupied orbital energy ... 1.199 eV

Each line ends with the Löwdin charge.
Element x y z (Å)
C 1.16307 -0.52243 -0.81375  -0.114
C 0.66227 0.81204 -0.44884  -0.156
C -0.31789 -0.26677 -1.01101  -0.193
N -1.31027 0.02922 0.06366  -0.033
C -0.87561 -0.42767 1.36233  -0.102
C -0.28675 0.82239 0.76394  -0.202
H 1.71624 -1.19834 -0.17076  0.097
H 1.57054 -0.46812 -1.83098  0.112
H 1.12037 1.75075 -0.77254  0.128
H -0.77591 -0.68664 -1.90453  0.125
H -0.45904 -1.42825 1.45862  0.108
H -1.64137 -0.19765 2.10839  0.105
H -0.56565 1.78147 1.19548  0.125

Record 5
Density functional theory data (wB97M-V/def2-TZVPD) for one molecule with the formula C5H7N at a distorted geometry.

Results
Structure (SMILES) ... C1[C@@H]2[C@@H]3CN1[C@H]23
Gap between HOMO and LUMO ... 0.3680 hartree
Relative energy (zero: lowest compared OMol25 entry of this formula, charge and spin) ... 4.496 eV
Lowest unoccupied orbital energy ... 1.204 eV

Each line ends with the Löwdin charge.
Element x y z (Å)
C 1.28569 0.14440 -0.25916  -0.145
C 0.46913 -1.10377 -0.06574  -0.188
C -0.96926 -0.61889 -0.36058  -0.046
C -0.79251 1.16189 -0.34689  -0.078
N 0.28470 0.89417 0.57200  -0.101
C -0.32504 -0.41290 0.97042  -0.249
H 2.24240 0.18758 0.24890  0.107
H 1.38840 0.45889 -1.31153  0.116
H 0.84215 -2.12387 0.00255  0.130
H -1.66323 -1.48623 -0.47115  0.116
H -1.60417 1.67617 0.20319  0.103
H -0.41868 1.87539 -1.11779  0.100
H -0.73958 -0.65284 1.93578  0.133

Record 6
Density functional theory data (wB97M-V/def2-TZVPD) for C5H7N as an isolated structure at a distorted geometry.

Results
Gap between HOMO and LUMO ... 0.3425 hartree
Relative energy (zero: lowest compared OMol25 entry of this formula, charge and spin) ... 4.976 eV
Lowest unoccupied orbital energy ... 1.113 eV

Each line ends with the Löwdin charge.
Element x y z (Å)
C 1.10963 -0.55205 -0.20298  -0.180
C 0.62975 0.14700 1.06767  -0.073
C -0.17070 1.25994 -0.11976  -0.081
C -0.12172 -0.03954 -0.93537  -0.230
C -1.24802 -0.43636 0.07527  -0.147
N -0.76536 0.58197 0.99143  -0.109
H 1.31362 -1.63105 -0.25577  0.105
H 2.00993 -0.01506 -0.51291  0.107
H 1.20023 0.14883 2.00368  0.115
H -0.53109 2.24016 -0.49139  0.125
H -0.17993 -0.13830 -2.02111  0.128
H -0.96728 -1.33848 0.63936  0.119
H -2.27906 -0.22703 -0.23812  0.121